C18H14BrN4O2PdS | ωB97M-V/def2-TZVPD

Element x y z (Å)
Pd  -0.125  1.332  2.103
C  -1.030  -3.965  2.014
C  -1.623  -2.606  2.238
C  -2.737  -2.159  1.530
C  -3.212  -0.877  1.711
C  -2.530  -0.079  2.620
Br  -3.062  1.742  2.852
N  -1.491  -0.465  3.317
C  -1.044  -1.710  3.119
H  -1.780  -4.665  1.643
H  -0.608  -4.372  2.934
H  -0.239  -3.886  1.267
H  -3.220  -2.819  0.818
H  -4.058  -0.490  1.163
H  -0.162  -1.981  3.690
O  -0.866  2.019  -0.406
C  -0.470  0.937  -0.820
N  -0.199  -0.153  -0.055
C  0.225  -1.168  -0.854
O  0.581  -2.293  -0.523
C  0.265  -0.679  -2.294
C  0.649  -1.293  -3.466
C  0.562  -0.542  -4.639
C  0.108  0.775  -4.617
C  -0.274  1.383  -3.420
C  -0.184  0.626  -2.272
H  1.002  -2.317  -3.470
H  0.853  -0.982  -5.585
H  0.054  1.330  -5.546
H  -0.623  2.407  -3.385
S  1.770  1.504  3.710
C  1.768  2.069  2.088
N  2.509  1.333  1.121
C  2.807  1.801  -0.104
C  2.532  3.084  -0.428
C  1.910  3.863  0.606
N  1.585  3.441  1.779
H  2.634  0.358  1.342
H  3.273  1.098  -0.782
H  2.758  3.488  -1.401
H  1.694  4.911  0.402

## Properties
LUMO = 2.906 eV
Total charge = -1
Energy = -113308.499 eV
HOMO = -3.766 eV
Orbital gap = 6.67 eV



C3H14NO2S | ωB97M-V/def2-TZVPD

Element x y z (Å)
C  0.170  0.134  0.959
C  1.266  -0.855  0.484
C  0.682  -2.253  0.277
S  -0.767  -2.063  -0.932
N  -0.432  1.059  -0.028
H  -0.641  -0.411  1.588
H  0.488  0.789  1.786
H  2.037  -1.015  1.319
H  1.564  -0.425  -0.490
H  0.189  -2.645  1.192
H  1.377  -2.958  -0.133
H  -0.078  -2.532  -1.989
H  -0.463  2.014  0.371
H  0.125  1.111  -0.959
H  -1.370  0.781  -0.279
H  -3.746  1.300  0.806
H  -2.960  2.567  1.241
O  -2.847  1.658  0.947
H  2.306  1.421  -1.437
H  1.665  0.987  -2.795
O  1.435  1.335  -1.927

## Properties
LUMO = -2.953 eV
Total charge = +1
Energy = -19751.969 eV
HOMO = -12.662 eV
ΔE to the lowest compared entry with this formula, charge and spin = 80.2 kJ/mol
Orbital gap = 9.71 eV



C29H41Cl3N2OPPt | ωB97M-V/def2-TZVPD

Element x y z (Å)
Pt  -0.349  -0.654  -1.200
Cl  -6.248  -1.060  -6.521
C  -5.028  -0.474  -5.564
C  -4.243  -1.443  -4.836
C  -3.240  -1.018  -4.056
Cl  -2.262  -2.097  -3.185
C  -2.936  0.433  -3.922
O  -2.056  0.833  -3.220
C  -3.809  1.387  -4.730
Cl  -3.443  3.004  -4.584
C  -4.814  0.918  -5.509
H  -4.488  -2.490  -4.955
H  -5.446  1.578  -6.089
C  1.168  -2.842  3.956
C  -0.263  -2.929  3.396
C  -0.390  -2.235  2.033
C  0.442  -0.943  2.061
C  1.944  -1.314  2.096
C  2.180  -2.642  2.836
P  0.093  0.292  0.761
C  -1.604  0.936  0.797
C  -2.220  1.391  2.143
C  -3.273  0.390  2.615
C  -4.414  0.231  1.598
C  -3.927  0.288  0.133
C  -2.462  -0.138  0.101
C  1.273  1.675  0.831
C  2.745  1.404  0.492
C  3.404  2.741  0.134
C  2.901  3.882  1.039
C  2.412  3.339  2.378
C  1.200  2.404  2.199
H  1.405  -3.747  4.513
H  1.250  -2.019  4.670
H  -0.961  -2.459  4.092
H  -0.578  -3.967  3.295
H  -1.442  -2.072  1.817
H  0.005  -2.875  1.236
H  0.185  -0.400  2.981
H  2.498  -0.516  2.589
H  2.335  -1.389  1.076
H  3.195  -2.646  3.231
H  2.123  -3.481  2.136
H  -1.542  1.794  0.118
H  -2.678  2.370  1.993
H  -1.456  1.534  2.909
H  -3.674  0.719  3.573
H  -2.800  -0.578  2.809
H  -5.158  1.012  1.753
H  -4.918  -0.719  1.772
H  -4.011  1.302  -0.269
H  -4.542  -0.360  -0.495
H  -2.149  -0.258  -0.989
H  -2.364  -1.114  0.566
H  0.868  2.349  0.062
H  2.871  0.685  -0.317
H  3.236  0.972  1.361
H  3.205  2.979  -0.915
H  4.485  2.633  0.229
H  2.093  4.436  0.554
H  3.700  4.604  1.201
H  2.120  4.156  3.038
H  3.224  2.815  2.885
H  0.277  2.984  2.255
H  1.174  1.678  3.016
N  5.430  -1.403  -3.019
C  4.162  -1.253  -2.654
C  3.492  -2.228  -1.874
C  2.191  -2.039  -1.520
N  1.476  -0.940  -1.891
C  2.116  0.012  -2.619
C  3.410  -0.112  -3.024
H  5.958  -2.221  -2.762
H  5.901  -0.714  -3.581
H  3.996  -3.134  -1.566
H  1.661  -2.781  -0.939
H  1.529  0.878  -2.892
H  3.851  0.669  -3.628

## Properties
LUMO = -11.973 eV
Total charge = +3
Energy = -85842.903 eV
HOMO = -16.622 eV
ΔE to the lowest compared entry with this formula, charge and spin = 9.6 kJ/mol
Orbital gap = 4.65 eV